[1]
Below is one molecule with the formula C16H14F3N3OS2 in a non-equilibrium geometry, with properties calculated with ωB97M-V with the def2-TZVPD basis set.

Last column: natural (NBO) charge in e.
Element x y z (Å)
F: -0.825 -5.371 4.186  -0.32
F: -0.749 -6.708 2.393  -0.32
F: -2.495 -6.722 3.810  -0.30
N: 2.865 0.145 0.470  -0.75
N: 1.619 3.994 -1.431  -0.43
O: -2.222 -4.961 2.378  -0.50
S: 2.218 -2.203 1.598  0.34
S: -0.268 1.162 -3.253  0.16
C: 1.937 -0.711 0.760  0.27
C: 1.396 4.793 -0.391  0.04
C: 0.599 3.639 -2.238  0.18
C: 0.100 5.241 -0.062  -0.26
C: -0.688 4.140 -1.995  -0.24
C: -0.968 4.953 -0.899  -0.18
C: -2.204 -2.978 1.083  -0.25
C: -0.088 -3.711 1.975  -0.30
C: -1.583 -1.833 0.611  -0.23
C: -1.475 -3.922 1.815  0.27
C: 0.509 -2.579 1.481  -0.10
C: -0.205 -1.588 0.796  0.12
N: 0.602 -0.526 0.378  -0.42
C: -1.567 -5.944 3.177  1.17
C: 0.873 2.647 -3.340  -0.54
C: 0.570 0.073 -1.996  -0.51
C: 0.164 0.514 -0.588  -0.22
H: 3.808 -0.052 0.802  0.36
H: 2.248 5.151 0.223  0.20
H: -0.068 5.906 0.784  0.22
H: -1.531 3.870 -2.643  0.22
H: -1.973 5.362 -0.790  0.22
H: -3.285 -3.077 1.038  0.24
H: 0.566 -4.415 2.476  0.24
H: -2.115 -1.050 0.045  0.22
H: 1.925 2.337 -3.287  0.25
H: 0.733 3.157 -4.280  0.24
H: 1.633 0.118 -2.151  0.24
H: 0.240 -0.938 -2.101  0.22
H: 0.634 1.443 -0.301  0.24
H: -0.929 0.642 -0.536  0.21

Properties
Energy above the lowest of the compared OMol25 structures with the same formula, charge and spin in eV: 0.0856
Charge: 0
Molar mass in g mol⁻¹: 385.44
Lowest unoccupied orbital energy in hartree: 0.023
Multiplicity: 1
Strongest force on any atom in eV/Å: 3.00


[2]
Below is C16H14IrO2S6 as an isolated structure, with properties calculated with ωB97M-V with the def2-TZVPD basis set.

Last column: natural (NBO) charge in e.
Element x y z (Å)
Ir: 1.261 -2.133 -1.153  0.75
S: 1.168 -0.033 5.425  0.04
C: 1.352 -0.762 3.997  -0.58
S: 0.231 -1.949 3.381  0.49
C: 1.009 -2.168 1.845  -0.45
C: 2.152 -1.486 1.627  -0.44
S: 3.029 -1.627 0.133  0.12
S: 2.661 -0.410 2.893  0.49
S: 0.302 -3.149 0.597  0.10
O: 0.747 -0.202 -1.072  -0.92
S: -0.778 0.128 -1.289  1.24
C: -0.696 1.832 -1.738  -0.19
C: -1.759 2.328 -2.480  -0.22
C: -1.760 3.674 -2.818  -0.19
C: -0.705 4.485 -2.426  -0.17
C: 0.360 3.963 -1.699  -0.19
C: 0.374 2.625 -1.343  -0.22
C: -1.420 0.182 0.356  -0.31
C: -0.665 0.733 1.388  -0.15
C: -1.219 0.781 2.654  -0.21
C: -2.505 0.291 2.873  -0.16
C: -3.241 -0.260 1.834  -0.20
C: -2.696 -0.324 0.557  -0.19
H: -2.569 1.679 -2.792  0.23
H: -2.579 4.084 -3.393  0.24
H: -0.706 5.533 -2.697  0.23
H: 1.185 4.602 -1.409  0.23
H: 1.204 2.202 -0.793  0.24
H: 0.337 1.100 1.206  0.23
H: -0.648 1.197 3.476  0.24
H: -2.930 0.332 3.868  0.24
H: -4.235 -0.648 2.016  0.24
H: -3.253 -0.763 -0.262  0.23
C: 3.061 -4.264 -2.448  -0.26
O: 1.920 -4.071 -1.569  -0.69
H: 3.296 -5.324 -2.485  0.21
H: 3.914 -3.695 -2.084  0.20
H: 2.761 -3.922 -3.433  0.21
H: 2.040 -4.564 -0.741  0.53

Properties
Energy above the lowest of the compared OMol25 structures with the same formula, charge and spin in eV: 0.1815
Charge: +1
Molar mass in g mol⁻¹: 622.91
Lowest unoccupied orbital energy in hartree: -0.169
Multiplicity: 1
Strongest force on any atom in eV/Å: 0.45


[3]
Below is C16H14N2O2Pd as an isolated structure, with properties calculated with ωB97M-V with the def2-TZVPD basis set.

Last column: natural (NBO) charge in e.
Element x y z (Å)
Pd: 0.692 -0.219 -0.054  1.15
O: 0.609 -0.319 -2.117  -0.73
C: -0.163 -1.008 -2.901  0.40
C: -0.108 -0.754 -4.296  -0.29
C: -0.887 -1.449 -5.183  -0.16
C: -1.787 -2.442 -4.752  -0.29
C: -1.863 -2.701 -3.410  -0.15
C: -1.067 -2.016 -2.469  -0.19
C: -1.260 -2.375 -1.087  0.16
N: -0.622 -1.904 -0.086  -0.52
C: -0.980 -2.300 1.269  -0.24
C: -1.218 -1.059 2.120  -0.24
N: -0.101 -0.124 1.931  -0.52
C: -0.069 0.969 2.592  0.18
C: 0.936 1.992 2.486  -0.25
C: 0.861 3.027 3.446  -0.13
C: 1.770 4.046 3.486  -0.28
C: 2.804 4.050 2.528  -0.16
C: 2.905 3.068 1.583  -0.28
C: 1.969 2.003 1.513  0.41
O: 2.123 1.121 0.569  -0.71
H: 0.580 0.012 -4.627  0.22
H: -0.809 -1.225 -6.241  0.21
H: -2.403 -2.979 -5.460  0.21
H: -2.550 -3.458 -3.044  0.20
H: -2.040 -3.121 -0.895  0.16
H: -0.144 -2.861 1.690  0.21
H: -1.865 -2.942 1.285  0.19
H: -1.293 -1.356 3.169  0.20
H: -2.153 -0.575 1.831  0.20
H: -0.849 1.154 3.341  0.17
H: 0.054 2.994 4.171  0.20
H: 1.700 4.827 4.230  0.22
H: 3.534 4.851 2.537  0.21
H: 3.695 3.071 0.843  0.23

Properties
Charge: 0
Molar mass in g mol⁻¹: 372.72
Lowest unoccupied orbital energy (alpha / beta) in hartree: 0.008 / -0.055
Multiplicity: 3
Strongest force on any atom in eV/Å: 0.70


[4]
Below is one molecule with the formula C16H14N2OS, with properties calculated with ωB97M-V with the def2-TZVPD basis set.

Last column: natural (NBO) charge in e.
Element x y z (Å)
C: 2.564 2.396 0.292  -0.33
C: 1.538 2.240 1.218  0.10
N: 1.062 1.057 1.547  -0.46
C: 1.604 0.006 0.943  0.26
N: 2.597 0.034 0.063  -0.51
C: 3.069 1.228 -0.255  0.09
H: 3.879 1.231 -0.975  0.20
S: 0.918 -1.529 1.385  0.30
C: 1.604 -2.642 0.106  -0.55
C: 1.216 -2.235 -1.321  -0.08
O: -0.146 -1.890 -1.421  -0.52
C: -0.487 -0.562 -1.307  0.32
C: 0.185 0.448 -1.952  -0.30
C: -0.213 1.782 -1.795  -0.20
C: -1.281 2.106 -1.009  -0.21
C: -2.016 1.095 -0.356  -0.06
C: -3.131 1.388 0.455  -0.19
C: -3.823 0.392 1.084  -0.21
C: -3.431 -0.946 0.933  -0.22
C: -2.355 -1.266 0.153  -0.18
C: -1.625 -0.259 -0.509  -0.04
H: -2.042 -2.291 0.030  0.22
H: -3.984 -1.722 1.441  0.21
H: -4.675 0.629 1.705  0.21
H: -3.429 2.421 0.568  0.21
H: -1.578 3.136 -0.879  0.21
H: 0.345 2.553 -2.308  0.21
H: 1.032 0.230 -2.587  0.22
H: 1.373 -3.093 -1.982  0.19
H: 1.866 -1.417 -1.640  0.20
H: 1.180 -3.612 0.362  0.23
H: 2.687 -2.664 0.208  0.24
H: 1.080 3.085 1.715  0.20
H: 2.946 3.365 0.020  0.23

Properties
Energy above the lowest of the compared OMol25 structures with the same formula, charge and spin in eV: 1.2935
Charge: 0
Molar mass in g mol⁻¹: 282.37
Lowest unoccupied orbital energy in hartree: 0.026
Multiplicity: 1
Strongest force on any atom in eV/Å: 0.64


[5]
Below is one molecule with the formula C16H14N4O3, with properties calculated with ωB97M-V with the def2-TZVPD basis set.

Last column: natural (NBO) charge in e.
Element x y z (Å)
N: -0.615 2.650 -3.633  -0.82
C: -0.238 1.982 -2.523  0.67
O: 0.427 0.976 -2.542  -0.60
C: -0.739 2.624 -1.222  -0.34
N: -0.264 1.849 -0.099  -0.42
C: 1.055 1.950 0.251  0.42
N: 1.771 2.917 -0.318  -0.47
C: 3.040 3.029 0.020  0.09
C: 3.675 2.203 0.940  -0.30
C: 2.930 1.210 1.546  -0.10
C: 1.587 1.073 1.206  -0.18
C: 0.746 0.039 1.807  0.67
O: 1.131 -0.744 2.649  -0.59
N: -0.563 0.026 1.350  -0.45
C: -1.100 0.871 0.401  0.82
O: -2.258 0.800 0.053  -0.63
C: -1.446 -1.022 1.872  -0.26
C: -1.354 -2.263 1.023  0.04
C: -2.173 -2.412 -0.089  -0.23
C: -2.066 -3.538 -0.886  -0.21
C: -1.141 -4.521 -0.580  -0.21
C: -0.318 -4.373 0.524  -0.20
C: -0.422 -3.248 1.322  -0.24
H: 0.226 -3.125 2.177  0.23
H: 0.409 -5.136 0.763  0.21
H: -1.059 -5.400 -1.202  0.21
H: -2.707 -3.648 -1.748  0.21
H: -2.888 -1.639 -0.329  0.23
H: -1.120 -1.230 2.893  0.24
H: -2.462 -0.624 1.866  0.24
H: 3.351 0.534 2.275  0.24
H: 4.719 2.340 1.171  0.23
H: 3.575 3.829 -0.475  0.20
H: -1.831 2.612 -1.198  0.26
H: -0.353 3.641 -1.139  0.25
H: -0.341 2.291 -4.532  0.41
H: -1.185 3.476 -3.595  0.39

Properties
Energy above the lowest of the compared OMol25 structures with the same formula, charge and spin in eV: 0.0000
Charge: 0
Molar mass in g mol⁻¹: 310.31
Lowest unoccupied orbital energy in hartree: 0.006
Multiplicity: 1
Strongest force on any atom in eV/Å: 0.94


[6]
Below is C16H14N6RuS3 as an isolated structure, with properties calculated with ωB97M-V with the def2-TZVPD basis set.

Last column: natural (NBO) charge in e.
Element x y z (Å)
Ru: 0.402 -1.026 1.208  0.76
C: 2.368 -1.291 -4.055  -0.10
C: 1.006 -1.077 -4.292  -0.21
C: 0.129 -0.922 -3.249  -0.17
C: 0.616 -0.979 -1.901  0.18
C: 2.015 -1.198 -1.681  -0.15
C: 2.863 -1.350 -2.739  -0.21
N: -0.168 -0.831 -0.826  -0.36
N: -1.511 -0.651 -1.141  -0.20
C: -2.308 -0.603 -0.093  0.29
C: -3.705 -0.440 -0.331  -0.13
C: -4.572 -0.409 0.733  -0.18
C: -4.068 -0.535 2.024  -0.18
C: -2.686 -0.685 2.200  0.11
N: -1.834 -0.714 1.198  -0.51
H: 3.046 -1.417 -4.888  0.23
H: 0.637 -1.038 -5.307  0.24
H: -0.922 -0.761 -3.420  0.25
H: 2.391 -1.264 -0.665  0.22
H: 3.915 -1.524 -2.565  0.24
H: -4.039 -0.354 -1.354  0.25
H: -5.635 -0.292 0.570  0.25
H: -4.717 -0.522 2.887  0.25
H: -2.259 -0.792 3.191  0.23
S: 1.058 -4.567 3.823  0.14
C: 0.899 -3.283 2.860  -0.57
S: 0.925 -1.594 3.352  0.06
S: 0.640 -3.279 1.132  0.11
N: 1.663 4.023 -0.592  -0.77
C: 1.426 3.240 0.485  0.37
C: 1.137 1.869 0.351  -0.03
N: 0.901 1.115 1.415  -0.45
C: 0.941 1.691 2.625  -0.05
C: 1.216 3.041 2.735  0.05
N: 1.458 3.814 1.686  -0.41
H: 1.745 3.640 -1.515  0.40
H: 1.925 4.981 -0.437  0.42
H: 1.098 1.400 -0.623  0.21
H: 0.759 1.072 3.491  0.22
H: 1.247 3.513 3.709  0.22

Properties
Charge: +1
Molar mass in g mol⁻¹: 487.60
Lowest unoccupied orbital energy (alpha / beta) in hartree: -0.108 / -0.246
Multiplicity: 6
Strongest force on any atom in eV/Å: 0.91


Q: Look up the strongest force on any atom of the fifth one.
A: 0.94 eV/Å